{
  "formula": "C4H40O15",
  "method": "the ωB97M-V functional and the def2-TZVPD basis",
  "multiplicity": 1,
  "gap_ev": 10.3,
  "total_charge": 0,
  "e_lumo_ev": -0.1715,
  "e_tot_ev": -35509.107,
  "e_homo_ev": -10.510,
  "elements": ["C", "C", "C", "C", "H", "H", "H", "H", "H", "H", "H", "H", "H", "H", "H", "H", "O", "H", "H", "O", "H", "H", "O", "H", "H", "O", "H", "H", "O", "H", "H", "O", "H", "H", "O", "H", "H", "O", "H", "H", "O", "H", "H", "O", "H", "H", "O", "H", "H", "O", "H", "H", "O", "H", "H", "O", "H", "H", "O"],
  "positions_angstrom": [[-0.64962, -1.24978, 0.05598], [2.68481, -2.79912, 1.45775], [1.19228, -2.24685, 1.47311], [0.71761, -1.87522, -0.00915], [-0.90309, -0.50764, -0.75030], [-0.77250, -0.67587, 0.94143], [-1.46201, -1.92099, -0.10719], [3.38973, -1.94553, 1.62095], [2.85551, -3.59381, 0.73266], [2.80487, -3.17372, 2.45368], [1.07445, -1.39133, 2.09703], [0.53984, -2.95707, 2.01523], [1.32729, -1.04808, -0.41681], [0.81975, -2.83836, -0.55316], [-2.51342, 1.62573, 1.89075], [-1.51938, 0.71427, 2.30979], [-2.47014, 0.68883, 2.17642], [0.15850, 3.92033, -1.68467], [-1.34156, 3.44961, -1.53659], [-0.47610, 3.24725, -1.83224], [-2.21927, -1.23479, 3.80431], [-2.63153, -1.60093, 2.47454], [-2.24946, -2.03023, 3.23918], [-1.93111, 3.76857, 0.48397], [-0.93425, 5.01530, 0.52323], [-1.69352, 4.61461, 0.05579], [2.22378, 1.42259, 2.75807], [1.68914, 1.27392, 4.21013], [1.41761, 1.46371, 3.30408], [-2.12268, -0.17683, -4.36937], [-2.20282, 0.03782, -2.82897], [-1.83306, -0.56045, -3.53744], [2.55936, 2.81095, -0.89769], [2.91264, 2.58800, -2.27761], [2.64599, 2.02054, -1.52989], [-2.95545, 0.18712, -0.96106], [-3.40735, 1.55616, -1.45016], [-2.62166, 1.02757, -1.36969], [-2.85125, -2.47526, -2.42698], [-1.84072, -3.16622, -1.43870], [-2.77309, -2.92516, -1.55594], [-3.48956, -1.82549, -0.51868], [-3.60637, -1.00448, 0.76393], [-3.93211, -1.04531, -0.12481], [1.47571, 1.58173, -2.87594], [0.39644, 0.62746, -3.44620], [1.28533, 0.94908, -3.59469], [3.38142, -0.66407, -1.07121], [4.99754, -0.71946, -0.82321], [4.12509, -0.59587, -0.48056], [3.62424, 0.19476, 1.43464], [4.34548, 1.47085, 1.60972], [3.56801, 1.04094, 1.93328], [-0.69502, 2.42264, 4.04164], [0.06821, 2.37327, 2.75765], [-0.80954, 2.64517, 3.11827], [0.88339, -2.32591, -4.15103], [-0.38404, -1.68990, -3.49841], [0.12760, -2.47510, -3.61882]],
  "nbo_charge": [-0.62, -0.63, -0.39, -0.41, 0.21, 0.20, 0.19, 0.20, 0.22, 0.20, 0.19, 0.21, 0.19, 0.21, 0.48, 0.48, -0.97, 0.46, 0.49, -0.96, 0.47, 0.46, -0.93, 0.48, 0.48, -0.96, 0.51, 0.48, -1.00, 0.48, 0.51, -1.01, 0.47, 0.47, -0.92, 0.51, 0.47, -0.99, 0.51, 0.50, -0.96, 0.50, 0.48, -0.97, 0.48, 0.48, -0.98, 0.51, 0.49, -0.99, 0.52, 0.48, -0.97, 0.47, 0.50, -0.99, 0.47, 0.49, -0.98]
}

***

{
  "formula": "C6H13NO2",
  "method": "the ωB97M-V functional and the def2-TZVPD basis",
  "multiplicity": 1,
  "gap_ev": 9.3,
  "total_charge": 0,
  "e_lumo_ev": 0.9110,
  "e_tot_ev": -12015.675,
  "e_homo_ev": -8.361,
  "elements": ["C", "C", "C", "O", "H", "H", "H", "H", "H", "H", "C", "N", "C", "C", "O", "H", "H", "H", "H", "H", "H", "H"],
  "positions_angstrom": [[-2.32531, 0.24107, 0.68193], [-1.85156, 1.68826, 0.72634], [-1.87022, -0.53630, -0.51769], [-1.23030, -0.08824, -1.44433], [-2.15834, -1.60617, -0.51617], [-3.42183, 0.17198, 0.68705], [-1.99417, -0.31683, 1.56435], [-0.77363, 1.73616, 0.87734], [-2.09694, 2.20728, -0.20102], [-2.32597, 2.21716, 1.55335], [2.51122, -0.43545, -1.54196], [1.54737, 0.25970, -0.68027], [1.25864, -0.31641, 0.65603], [0.92099, -1.58343, 0.91083], [1.48976, 0.74050, 1.40452], [1.78173, 1.19015, 0.24780], [0.67271, 0.45551, -1.17527], [3.43121, -0.59862, -0.98339], [2.11781, -1.39877, -1.87218], [2.71931, 0.18061, -2.41641], [0.82106, -2.29932, 0.10979], [0.77647, -1.90884, 1.92933]],
  "nbo_charge": [-0.52, -0.62, 0.48, -0.59, 0.12, 0.23, 0.24, 0.23, 0.21, 0.22, -0.41, -0.68, 0.48, -0.63, -0.73, 0.49, 0.43, 0.21, 0.20, 0.21, 0.21, 0.22]
}

***

{
  "formula": "C24H21N3O3PdS2Se",
  "method": "the ωB97M-V functional and the def2-TZVPD basis",
  "multiplicity": 1,
  "gap_ev": 5.4,
  "total_charge": -2,
  "e_lumo_ev": 4.6196,
  "e_tot_ev": -126338.529,
  "e_homo_ev": -0.754,
  "elements": ["Pd", "C", "C", "C", "C", "C", "C", "C", "S", "O", "O", "N", "C", "C", "C", "C", "C", "C", "C", "C", "N", "C", "H", "H", "H", "H", "H", "H", "H", "H", "H", "H", "H", "H", "H", "Se", "C", "N", "C", "S", "O", "C", "C", "C", "C", "C", "C", "H", "H", "H", "H", "H", "H", "H", "H"],
  "positions_angstrom": [[-1.63274, 0.35134, -0.84485], [5.28198, 3.24179, -1.59161], [4.28349, 2.11350, -1.54589], [4.67478, 0.80086, -1.78512], [3.74775, -0.23591, -1.76624], [2.41576, 0.04382, -1.50907], [2.00553, 1.35041, -1.26493], [2.93977, 2.37162, -1.28436], [1.18416, -1.25161, -1.52688], [1.92279, -2.50359, -1.63494], [0.33177, -0.94127, -2.65119], [0.35641, -1.09072, -0.19424], [1.01243, -1.08095, 1.00626], [2.32168, -1.48677, 1.24580], [2.89514, -1.44934, 2.53022], [2.20023, -1.01806, 3.62450], [0.86321, -0.58448, 3.44064], [0.07535, -0.09558, 4.50827], [-1.19147, 0.35201, 4.27930], [-1.68654, 0.30038, 2.95604], [-0.99701, -0.16606, 1.95559], [0.26760, -0.60733, 2.15711], [6.30075, 2.87469, -1.45287], [5.07595, 3.98000, -0.81500], [5.24426, 3.76319, -2.55180], [5.72037, 0.58510, -1.98476], [4.04162, -1.26255, -1.94327], [0.96289, 1.56868, -1.05590], [2.60790, 3.38707, -1.09455], [2.90903, -1.87337, 0.42532], [3.92153, -1.78300, 2.64559], [2.64544, -0.99266, 4.61269], [0.50414, -0.07313, 5.50551], [-1.80905, 0.74230, 5.07927], [-2.68177, 0.67351, 2.72269], [-1.39784, 2.79506, -0.02025], [-0.97404, 4.07176, -1.28086], [-0.70587, 4.91324, -2.03424], [-5.97029, 0.34753, -0.90685], [-4.20986, 0.88559, -1.03096], [-4.19612, 1.32781, -2.46659], [-3.50507, -0.76232, -0.91941], [-3.65227, -1.55582, 0.23884], [-3.18318, -2.84869, 0.24963], [-2.54632, -3.38133, -0.88227], [-2.39117, -2.61055, -2.01300], [-2.86642, -1.29049, -2.05357], [-6.13674, -0.43938, -1.64426], [-6.57994, 1.22343, -1.12951], [-6.17554, -0.01589, 0.10282], [-4.11682, -1.13382, 1.12365], [-3.28045, -3.44705, 1.14841], [-2.14582, -4.38750, -0.85393], [-1.85652, -3.00224, -2.86904], [-2.82486, -0.69325, -2.95593]],
  "nbo_charge": [0.23, -0.62, -0.03, -0.24, -0.22, -0.24, -0.20, -0.21, 2.31, -1.02, -0.97, -0.95, 0.20, -0.33, -0.17, -0.30, -0.10, -0.16, -0.28, 0.03, -0.39, 0.20, 0.20, 0.21, 0.21, 0.19, 0.23, 0.27, 0.22, 0.23, 0.19, 0.19, 0.19, 0.20, 0.18, -0.41, 0.07, -0.54, -0.85, 1.29, -1.00, -0.34, -0.17, -0.25, -0.25, -0.19, -0.27, 0.21, 0.21, 0.19, 0.19, 0.19, 0.19, 0.21, 0.26]
}

***

{
  "formula": "C46H50AsCl3N5O3S2V",
  "method": "the ωB97M-V functional and the def2-TZVPD basis",
  "multiplicity": 1,
  "gap_ev": [3.7, 3.8],
  "total_charge": 4,
  "e_lumo_ev": [-12.7502, -12.7305],
  "e_tot_ev": -207831.239,
  "e_homo_ev": [-16.486, -16.486],
  "elements": ["V", "C", "C", "C", "C", "C", "C", "C", "S", "O", "O", "N", "C", "C", "C", "C", "C", "N", "H", "H", "H", "H", "H", "H", "H", "H", "H", "H", "H", "C", "N", "C", "C", "C", "C", "C", "C", "C", "C", "H", "H", "H", "H", "H", "H", "H", "H", "H", "H", "H", "H", "H", "Cl", "C", "C", "C", "C", "C", "C", "N", "C", "C", "N", "C", "O", "C", "C", "C", "Cl", "S", "C", "C", "C", "Cl", "C", "H", "H", "H", "H", "H", "H", "H", "H", "H", "H", "H", "H", "H", "C", "As", "C", "C", "C", "C", "C", "C", "C", "C", "H", "H", "H", "H", "H", "H", "H", "H", "H", "H", "H", "H", "H"],
  "positions_angstrom": [[0.12417, -0.72882, 0.60196], [7.28126, -3.96240, -1.45793], [6.12201, -3.19145, -0.92000], [4.99606, -2.93796, -1.71810], [3.93671, -2.19473, -1.24586], [4.00702, -1.69006, 0.05814], [5.12783, -1.90465, 0.87584], [6.16294, -2.66524, 0.37804], [2.76558, -0.72875, 0.70645], [3.23838, 0.30421, 1.55677], [1.64900, -1.59732, 1.37527], [1.70257, -0.28215, -0.46536], [1.43338, 1.10270, -0.68292], [2.25036, 2.10109, -1.15297], [1.66907, 3.36458, -1.22566], [0.34596, 3.55053, -0.82871], [-0.38666, 2.47583, -0.36867], [0.16461, 1.25288, -0.30981], [7.00635, -4.55558, -2.32689], [7.70854, -4.61405, -0.69710], [8.06683, -3.26551, -1.76259], [4.97571, -3.30934, -2.73470], [3.10668, -1.94847, -1.89432], [5.18792, -1.47608, 1.86736], [7.03460, -2.84040, 0.99526], [3.27477, 1.91398, -1.44240], [2.24756, 4.20406, -1.58939], [-0.11220, 4.52861, -0.87227], [-1.40989, 2.58495, -0.03733], [-3.73342, -1.13253, 3.25376], [-2.87124, -2.14332, 3.92539], [-3.03799, -2.06709, 5.41849], [-1.43824, -2.12904, 3.42518], [-0.72330, -0.80798, 3.54254], [-0.42076, -0.36126, 4.82464], [0.23510, 0.84318, 5.05663], [0.64080, 1.61569, 3.98688], [0.43091, 1.15814, 2.69058], [-0.25840, -0.03215, 2.45110], [-4.73757, -1.23548, 3.64476], [-3.73671, -1.32053, 2.18323], [-3.34942, -0.14193, 3.48728], [-3.22936, -3.06186, 3.65503], [-2.84050, -1.05024, 5.74197], [-2.36093, -2.77438, 5.89127], [-4.06840, -2.32986, 5.64468], [-1.50509, -2.47242, 2.39262], [-0.92946, -2.89619, 4.01074], [-0.67560, -0.97819, 5.67653], [0.44586, 1.15402, 6.07120], [1.16050, 2.55091, 4.14656], [0.85439, 1.74565, 1.89045], [-7.43067, 2.35164, 4.71086], [-6.94005, 1.93738, 3.11426], [-6.61785, 0.62347, 2.81037], [-6.20726, 0.29460, 1.52639], [-6.14885, 1.25034, 0.51994], [-5.79293, 0.88969, -0.91359], [-4.44357, 1.49582, -1.34752], [-3.33106, 0.55265, -1.11227], [-2.80978, -0.25892, -2.08439], [-1.83701, -0.99595, -1.50195], [-1.75438, -0.64732, -0.15264], [-2.68150, 0.31083, 0.02383], [-5.66082, -0.48751, -1.15983], [-6.81556, -1.20099, -1.66119], [-7.57035, -1.89207, -0.57016], [-7.04430, -2.85117, 0.24389], [-5.41670, -3.44618, 0.18233], [-8.11611, -3.38481, 1.46173], [-9.33801, -2.33749, 0.87274], [-8.91728, -1.61069, -0.19648], [-6.50194, 2.55954, 0.85620], [-6.50852, 3.79263, -0.36869], [-6.88495, 2.91970, 2.13661], [-6.74786, -0.13855, 3.56842], [-5.99548, -0.73490, 1.27669], [-6.54608, 1.33248, -1.57385], [-4.22546, 2.42886, -0.83343], [-4.43698, 1.68953, -2.41852], [-3.19744, -0.25891, -3.08886], [-1.20934, -1.73802, -1.95980], [-2.88108, 0.82668, 0.95010], [-6.41510, -1.92109, -2.37393], [-7.46943, -0.51524, -2.20274], [-10.30973, -2.33567, 1.34001], [-9.54643, -0.90375, -0.71878], [-7.16491, 3.93929, 2.36106], [-2.03351, -3.82715, 0.00800], [-0.17701, -3.27792, 0.02122], [0.70712, -4.29820, 1.40110], [0.59860, -3.88941, -1.70263], [0.47334, -5.37805, -1.69846], [-0.66859, -5.99429, -2.21523], [-0.77419, -7.37562, -2.21085], [0.25723, -8.14761, -1.68950], [1.40303, -7.54205, -1.18616], [1.51217, -6.16191, -1.18966], [-2.08838, -4.84594, 0.38984], [-2.40282, -3.81254, -1.01673], [-2.65755, -3.15667, 0.59482], [0.29315, -5.30523, 1.37144], [0.55613, -3.84426, 2.37731], [1.77268, -4.32992, 1.18689], [1.62766, -3.54091, -1.71843], [0.02886, -3.40256, -2.49255], [-1.45720, -5.39995, -2.66332], [-1.64687, -7.85336, -2.63431], [0.17692, -9.22622, -1.69601], [2.21544, -8.14979, -0.81204], [2.42121, -5.69227, -0.82887]],
  "mulliken_charge": [-0.16, -1.47, 0.85, -1.09, -0.49, 0.32, -0.55, -0.96, 1.47, -0.61, -0.05, 0.32, 0.07, -1.01, -0.57, -1.00, -0.16, 0.42, 0.40, 0.42, 0.33, 0.46, 0.63, 0.56, 0.46, 0.62, 0.49, 0.51, 0.52, -0.57, 0.01, -0.94, -0.15, 1.72, -1.00, -1.21, -1.11, -0.65, 2.00, 0.74, -0.43, 0.35, 0.39, 0.53, 0.37, 0.35, -1.37, 0.75, 0.78, 0.47, 0.53, 0.35, -0.16, 0.04, -1.63, 0.94, -0.99, -0.32, -1.18, 0.48, -1.97, -0.18, 1.59, -1.37, 0.03, -1.19, 0.17, 0.89, -0.14, -0.14, -0.48, -0.92, 0.79, -0.14, -0.80, 0.67, 0.60, 0.89, 0.53, 0.33, 0.61, 0.42, 0.90, 0.42, 0.44, 0.49, 0.44, 0.50, -0.71, 0.67, -1.16, -0.43, 0.00, -0.18, -0.86, -0.55, -0.84, -0.11, 0.76, 0.56, -0.55, 0.59, 0.17, 0.33, 0.01, 0.81, 0.46, 0.45, 0.44, 0.46, 0.43]
}